The following is a DFT calculation (wB97M-V/def2-TZVPD) of a 2-piece molecular cluster, C19H40N4O12PS overall in a non-equilibrium geometry.

Calculated values
* total charge: -1
* ΔE to the lowest compared entry with this formula, charge and spin: 0.00 kcal per mole
* Kohn-Sham gap: 2.97 eV
* highest occupied orbital energy: -0.0611 Ha

XYZ file:
```
77
C19H40N4O12PS (wB97M-V/def2-TZVPD)
C 2.93908 2.00820 3.83071
C 2.13516 3.03734 3.06157
O 1.16374 2.37294 2.21360
P 1.70004 2.20114 0.70552
O 3.13594 1.87776 0.65140
C 0.73264 0.87962 -0.04728
C 1.09599 -0.44730 0.61595
N 0.44704 -1.59633 -0.04502
N 0.38286 -2.74567 0.82144
C 1.52857 -3.10842 1.28583
C 2.76772 -3.25684 0.43948
C 1.59935 -3.41555 2.76790
C -0.90005 -1.34533 -0.40096
N -1.29409 -1.63159 -1.64645
C -0.96043 -0.54295 -2.62494
C -0.06290 -1.11648 -3.72456
C 0.90275 -2.19805 -3.21975
C 1.88100 -2.55043 -4.34602
S 3.15556 -3.60262 -3.66194
O 4.16589 -2.83386 -2.99843
O 2.52361 -4.56898 -2.79276
O 3.78895 -4.42349 -4.88041
N -1.72059 -0.85979 0.51757
C -3.10980 -0.48795 0.33166
O -3.30200 0.85757 0.72112
C -3.31462 1.02539 2.10510
O -3.57836 2.37387 2.32908
C -4.36919 2.60528 3.48647
C -3.78673 2.07916 4.77917
O -2.61714 2.79856 5.14642
O 1.44987 3.60396 -0.02510
C 0.55745 3.61248 -1.17051
C -0.92761 3.61748 -0.78325
H 2.28679 1.52475 4.56046
H 3.31219 1.22651 3.17195
H 3.78929 2.47783 4.32422
H 2.76468 3.72300 2.49726
H 1.56571 3.64910 3.76192
H 1.04542 0.84860 -1.08867
H -0.31413 1.15824 0.05770
H 2.18036 -0.52734 0.58584
H 0.76133 -0.42616 1.66639
H 2.68012 -4.14933 -0.17870
H 3.62393 -3.39338 1.10110
H 2.98191 -2.39104 -0.18495
H 2.60065 -3.71653 3.05534
H 1.27257 -2.51148 3.27445
H 0.84727 -4.17788 2.98993
H -2.25640 -1.94534 -1.70556
H -0.52185 0.33893 -2.17493
H -1.88750 -0.22191 -3.16868
H 0.52248 -0.33305 -4.20351
H -0.69654 -1.55295 -4.49685
H 0.38277 -3.11947 -2.96648
H 1.51865 -1.86924 -2.38010
H 2.40192 -1.64486 -4.65906
H 1.40776 -3.03299 -5.19828
H 3.91238 -5.31912 -4.53503
H -1.32963 -0.73497 1.43998
H -3.41925 -0.54554 -0.70540
H -3.71402 -1.11246 0.99797
H -2.32888 0.81598 2.56192
H -4.04466 0.36879 2.60791
H -4.44178 3.68763 3.57977
H -5.36780 2.18500 3.32001
H -3.62126 0.99873 4.77409
H -4.54035 2.26522 5.55598
H -1.98250 2.17949 5.50768
H 0.79220 2.84840 -1.91058
H 0.74503 4.55983 -1.67021
H -1.24061 4.66059 -0.71028
H -1.54727 3.16940 -1.55843
H -1.09251 3.19504 0.20830
C -1.77220 0.68675 -5.39641
O -1.16508 1.46994 -4.58831
O -2.41504 -0.36486 -4.89870
O -1.80584 0.83304 -6.66364
```

***

The following is a DFT calculation (wB97M-V/def2-TZVPD) of C18H40BeCaClF6NO12SiV as an isolated structure in a non-equilibrium geometry.

Calculated values
* total charge: +1
* Kohn-Sham gap: 1.98 eV
* highest occupied orbital energy: -0.3112 Ha

XYZ file:
```
82
C18H40BeCaClF6NO12SiV (wB97M-V/def2-TZVPD)
C 1.88523 -1.22515 -1.96914
C 1.34530 -0.30361 -0.90095
C 1.70632 1.15801 -1.12537
C -0.13480 -0.43311 -0.60552
Si -1.27317 -0.58374 -2.03270
F -2.66919 0.01241 -1.60408
F -0.78421 0.21982 -3.30030
H 2.95987 -1.21642 -1.88951
H 1.65338 -0.89348 -2.96826
H 1.59257 -2.24570 -1.78963
H 1.85807 -0.59915 0.00335
H 1.93512 1.59608 -0.17094
H 0.87116 1.66240 -1.57045
H 2.58962 1.23280 -1.74121
H -0.31378 -1.27880 0.03903
H -0.41483 0.46207 -0.07766
H -1.57471 -1.97515 -2.38831
O -1.38599 4.59543 -4.98392
V -0.71514 3.96194 -3.49197
O -0.13936 3.56183 -2.05171
C -0.05592 -3.85915 6.26584
O -0.26044 -4.70268 5.15453
C -1.24779 -5.70004 5.34596
C -2.18100 -5.81572 4.16499
O -3.04993 -4.71738 3.96265
C -2.51982 -3.47833 3.53719
C -1.95126 -3.45277 2.13940
O -0.74145 -4.18460 2.03859
C -0.63974 -4.98874 0.88872
H 0.60961 -4.32754 6.99884
H 0.41262 -2.94462 5.90351
H -1.00102 -3.59090 6.74856
H -1.83114 -5.50663 6.25147
H -0.73293 -6.66299 5.46519
H -2.84055 -6.66278 4.36628
H -1.63166 -6.06268 3.25400
H -1.79885 -3.08857 4.25830
H -3.37019 -2.79274 3.54538
H -1.73103 -2.40807 1.87295
H -2.69816 -3.83786 1.43681
H -1.58215 -5.50262 0.67090
H 0.12421 -5.74194 1.07817
H -0.33868 -4.39581 0.01523
C 5.55298 4.06288 -5.98724
C 6.14661 3.10367 -4.97922
O 6.24681 3.65303 -3.62929
C 5.17779 3.52223 -2.71662
O 5.01656 2.18251 -2.63673
C 3.94694 4.40525 -2.91269
F 4.28925 5.64261 -3.31219
F 3.32956 4.53364 -1.74610
F 3.04834 3.94325 -3.79853
H 5.93198 5.07115 -5.83010
H 5.81355 3.73822 -6.99274
H 4.46718 4.09108 -5.92994
H 7.17802 2.90064 -5.27014
H 5.62609 2.14280 -4.98150
H 5.63502 3.97846 -1.81451
Be 6.61406 2.14372 -2.65239
C 0.31748 2.17412 2.17246
O -0.72955 2.67368 1.84059
O 1.38452 2.83103 2.54157
O 0.43807 0.77779 2.11505
O 3.53756 1.01706 1.32854
H 3.29802 1.48268 0.51426
H 2.71420 0.75632 1.76780
H 3.97714 1.67706 1.96289
C -7.73338 2.36577 -0.04668
C -7.42247 1.09635 0.72086
O -8.07987 0.75196 1.68374
N -6.37111 0.35190 0.28737
C -5.48354 0.61057 -0.83548
H -8.58903 2.84450 0.41498
H -6.88618 3.05176 -0.01404
H -7.97562 2.13877 -1.08532
H -6.21413 -0.47772 0.83602
H -5.54097 -0.21654 -1.54485
H -4.46165 0.69120 -0.48128
H -5.75759 1.52883 -1.34226
Cl 1.15075 -0.57004 3.14548
Ca -1.44956 6.92038 -3.72698
F 3.55920 3.00580 2.52663
```

***

The following is a DFT calculation (wB97M-V/def2-TZVPD) of one molecule with the formula C5H7NO2 in a non-equilibrium geometry.

Calculated values
* total charge: 0
* ΔE to the lowest compared entry with this formula, charge and spin: 68.69 kcal per mole
* Kohn-Sham gap: 9.87 eV
* SMILES: O=C1[C@@H]2C[C@@H](O)CN12
* highest occupied orbital energy: -0.3424 Ha

XYZ file:
```
15
C5H7NO2 (wB97M-V/def2-TZVPD)
C -0.51858 1.63658 1.01904
C 0.05489 0.42024 -1.08135
C 0.29239 -0.84410 1.14254
C 0.51927 1.36257 0.07007
C -0.29294 -0.98276 -0.33520
N 0.37720 0.64582 1.40531
O -1.46679 2.21316 1.39867
O 0.22192 -2.07116 -0.96328
H -0.68091 1.04242 -1.58726
H 0.89284 0.26017 -1.77844
H -0.33005 -1.16815 1.81021
H 1.24177 -1.26893 1.00653
H 1.47463 2.01537 -0.04217
H -1.45980 -0.95552 -0.30618
H -0.32583 -2.30570 -1.75849
```

***

The following is a DFT calculation (wB97M-V/def2-TZVPD) of one molecule with the formula C4H6O.

Calculated values
* total charge: 0
* ΔE to the lowest compared entry with this formula, charge and spin: 85.98 kcal per mole
* Kohn-Sham gap: 10.11 eV
* highest occupied orbital energy: -0.3746 Ha

XYZ file:
```
11
C4H6O (wB97M-V/def2-TZVPD)
C -0.20268 -1.39843 0.34536
O -1.10309 -0.33268 0.27022
C -0.60427 0.76056 -0.43971
C 0.78505 1.17837 0.02192
C 1.73197 0.52658 0.63936
H -0.67782 -2.19564 0.91911
H 0.09904 -1.76903 -0.64540
H -1.31088 1.58068 -0.28558
H -0.55604 0.54580 -1.52043
H 1.11872 2.19774 -0.19701
H 0.71999 -1.09395 0.89217
```